[1]
Density functional theory data (ωB97M-V/def2-TZVPD) for a cluster of 10 separate species, C27H63F6N9O9P in total at a distorted geometry.

## Properties
**HOMO-LUMO gap**: 8.7 eV
**Electronic energy**: -86461.8555 eV
**Energy relative to the best compared isomer or geometry (same formula, charge and spin)**: 0.0 kJ/mol
**Molecular weight**: 802.8 g/mol
**HOMO level**: -0.2381 hartree
**E_LUMO**: 0.0823 hartree

```
! RIJCOSX wB97M-V def2-TZVPD def2/J DEFGRID3
* xyz -1 1
P -0.64 0.09 0.32
F -0.10 -0.19 1.84
F -0.88 -1.49 0.11
F -2.17 0.20 0.85
F -1.14 0.27 -1.27
F -0.46 1.69 0.46
F 0.87 -0.03 -0.23
C 1.24 -1.47 -3.43
O 0.60 -1.72 -4.40
N 2.58 -1.57 -3.33
C 3.32 -1.75 -4.56
C 3.37 -1.43 -2.10
H 0.80 -1.20 -2.46
H 4.27 -2.29 -4.45
H 3.63 -0.76 -4.88
H 2.67 -2.30 -5.27
H 4.17 -0.70 -2.12
H 2.69 -1.28 -1.23
H 3.91 -2.32 -1.91
C 1.33 4.50 -0.57
O 1.47 5.59 -0.06
N 0.71 4.39 -1.84
C 0.39 3.09 -2.49
C 0.41 5.60 -2.67
H 1.51 3.47 -0.20
H 0.94 3.01 -3.44
H -0.65 3.12 -2.69
H 0.63 2.26 -1.73
H 0.98 5.73 -3.57
H -0.61 5.52 -3.13
H 0.60 6.49 -2.08
C -2.90 0.30 3.88
O -3.72 1.13 4.27
N -3.20 -1.03 3.74
C -2.14 -2.02 3.45
C -4.54 -1.56 3.94
H -1.88 0.54 3.72
H -2.26 -2.72 2.66
H -2.10 -2.66 4.32
H -1.23 -1.46 3.36
H -4.50 -2.25 4.79
H -5.33 -0.82 4.20
H -4.83 -2.13 3.01
C -0.68 -5.39 -2.53
O -0.13 -6.39 -2.11
N -1.49 -4.57 -1.84
C -2.17 -3.46 -2.48
C -1.78 -4.89 -0.44
H -0.56 -5.11 -3.62
H -1.65 -3.11 -3.39
H -2.30 -2.54 -1.84
H -3.16 -3.81 -2.83
H -2.86 -4.72 -0.20
H -1.48 -5.89 -0.14
H -1.14 -4.17 0.08
C 0.68 -3.85 2.49
O -0.25 -4.66 2.37
N 1.61 -3.62 1.56
C 2.59 -2.50 1.68
C 1.65 -4.30 0.30
H 0.85 -3.19 3.34
H 2.67 -2.29 2.72
H 2.42 -1.59 1.11
H 3.53 -2.92 1.31
H 1.33 -3.67 -0.52
H 2.67 -4.66 0.05
H 1.06 -5.22 0.24
C 4.75 0.04 0.37
O 5.46 -0.85 0.83
N 5.18 1.20 -0.16
C 4.24 2.27 -0.54
C 6.59 1.34 -0.49
H 3.69 -0.01 0.41
H 4.37 3.14 0.13
H 3.23 1.93 -0.31
H 4.38 2.56 -1.61
H 6.70 1.66 -1.52
H 7.08 2.06 0.15
H 7.03 0.37 -0.46
C 1.94 1.98 3.00
O 2.68 2.13 2.07
N 2.35 1.51 4.20
C 1.42 1.30 5.35
C 3.73 1.23 4.48
H 0.85 2.17 2.88
H 1.32 0.22 5.50
H 0.48 1.71 5.12
H 1.78 1.69 6.28
H 4.34 1.28 3.57
H 4.03 2.05 5.11
H 3.84 0.24 4.94
C -3.02 6.17 -1.75
O -3.71 5.88 -2.69
N -2.48 5.24 -0.89
C -1.92 5.56 0.43
C -2.63 3.84 -1.21
H -2.79 7.17 -1.44
H -1.37 6.49 0.40
H -1.21 4.78 0.60
H -2.69 5.64 1.20
H -1.81 3.20 -0.88
H -3.48 3.45 -0.64
H -2.71 3.75 -2.28
C -4.27 -1.85 -0.25
O -4.69 -2.67 0.57
N -4.92 -1.61 -1.37
C -6.25 -2.06 -1.60
C -4.46 -0.64 -2.40
H -3.34 -1.26 -0.19
H -6.48 -2.73 -0.76
H -6.35 -2.68 -2.45
H -7.00 -1.22 -1.66
H -5.31 -0.02 -2.68
H -3.60 0.02 -2.11
H -4.23 -1.05 -3.38
*
```

[2]
Density functional theory data (ωB97M-V/def2-TZVPD) for a cluster of 4 separate species, C27H63NO17P3 in total at a distorted geometry.

## Properties
**HOMO-LUMO gap**: 4.0 eV
**Electronic energy**: -93177.9712 eV
**Molecular weight**: 766.7 g/mol
**HOMO level**: -0.1500 hartree
**E_LUMO**: -0.0028 hartree

```
! RIJCOSX wB97M-V def2-TZVPD def2/J DEFGRID3
* xyz -1 1
C 1.86 2.66 4.13
O 3.15 2.56 3.47
C 3.21 1.30 2.69
C 2.42 1.60 1.32
C 1.83 0.32 0.55
C 1.44 -0.93 1.47
C 0.34 -0.62 2.59
N -1.01 -0.45 1.98
C -1.60 0.87 2.35
C -2.82 1.15 1.31
O -3.66 2.25 1.72
O -3.64 3.22 0.74
C -2.04 0.99 3.89
O -1.12 1.23 4.75
O -3.34 0.87 4.34
H 1.01 2.95 3.41
H 1.53 1.70 4.65
H 1.85 3.48 4.94
H 4.31 1.11 2.45
H 2.76 0.51 3.36
H 1.57 2.36 1.41
H 3.18 2.09 0.61
H 0.85 0.67 0.05
H 2.51 0.01 -0.34
H 1.13 -1.82 0.80
H 2.40 -1.28 2.00
H 0.34 -1.51 3.32
H 0.65 0.33 3.14
H -1.64 -1.24 2.19
H -0.81 1.66 2.10
H -3.38 0.15 1.21
H -2.34 1.35 0.28
H -2.93 3.84 1.04
O -1.18 -4.36 1.29
P -1.51 -5.85 1.15
O -0.44 -6.18 -0.07
C 0.94 -6.21 0.23
C 1.30 -7.38 1.12
O -2.87 -5.65 0.22
C -3.56 -4.41 0.20
C -3.04 -3.50 -0.90
O -1.91 -7.52 1.14
C -1.97 -8.17 2.41
C -2.83 -7.42 3.41
H 1.25 -5.26 0.68
H 1.47 -6.30 -0.73
H 0.93 -7.21 2.14
H 2.39 -7.50 1.18
H 0.86 -8.31 0.75
H -3.51 -3.93 1.18
H -4.62 -4.62 0.01
H -1.95 -3.45 -0.92
H -3.43 -2.48 -0.77
H -3.35 -3.87 -1.88
H -0.96 -8.30 2.80
H -2.39 -9.16 2.24
H -2.42 -6.44 3.64
H -2.90 -7.98 4.35
H -3.84 -7.27 3.02
O -6.48 3.37 -4.44
P -7.15 2.48 -3.39
O -5.81 2.19 -2.48
C -5.28 3.25 -1.69
C -6.21 3.62 -0.55
O -7.14 1.08 -4.28
C -7.01 1.13 -5.70
C -5.55 1.07 -6.12
O -8.04 1.56 -2.23
C -9.26 2.13 -1.77
C -10.17 2.57 -2.90
H -5.07 4.12 -2.31
H -4.33 2.91 -1.27
H -7.10 4.14 -0.93
H -5.72 4.29 0.16
H -6.55 2.73 -0.01
H -7.51 2.01 -6.10
H -7.54 0.26 -6.11
H -4.92 1.75 -5.55
H -5.45 1.31 -7.18
H -5.15 0.06 -5.95
H -9.04 2.97 -1.11
H -9.76 1.36 -1.17
H -9.72 3.37 -3.49
H -11.12 2.94 -2.50
H -10.37 1.74 -3.58
O 9.51 3.03 0.58
P 8.63 2.57 -0.58
O 7.18 2.65 0.23
C 6.64 3.92 0.53
C 6.21 4.66 -0.72
O 8.91 0.94 -0.40
C 10.06 0.48 0.30
C 9.77 0.30 1.78
O 7.73 2.11 -1.97
C 8.06 2.79 -3.19
C 9.55 2.78 -3.49
H 7.36 4.52 1.10
H 5.77 3.76 1.17
H 7.08 4.99 -1.29
H 5.62 5.54 -0.47
H 5.61 4.01 -1.37
H 10.91 1.16 0.14
H 10.35 -0.48 -0.13
H 9.24 1.15 2.21
H 10.70 0.14 2.34
H 9.13 -0.58 1.93
H 7.69 3.82 -3.14
H 7.52 2.28 -3.99
H 10.11 3.33 -2.73
H 9.74 3.26 -4.46
H 9.93 1.76 -3.51
*
```

Which formula does entry 2 have?
C27H63NO17P3